{"formula": "C3H11NO3", "method": "the ωB97M-V functional and the def2-TZVPD basis", "symbols": ["C", "C", "N", "C", "O", "H", "H", "H", "H", "H", "H", "H", "O", "H", "H", "O", "H", "H"], "coordinates": [[0.51363, -0.50447, -2.03418], [-0.04464, 0.21353, -0.78518], [-0.63569, 1.51810, -1.07590], [-1.02578, -0.78506, -0.22441], [-0.78394, -1.88565, 0.23704], [0.98515, 0.23109, -2.78945], [-0.31120, -1.02942, -2.54415], [1.18803, -1.32069, -1.72574], [0.91824, 0.42494, -0.19548], [-0.63520, 1.71422, -2.08555], [-0.03780, 2.12916, -0.45966], [-2.02972, -0.39136, -0.02594], [1.52010, -1.20869, 2.13484], [0.90755, -0.48764, 1.89095], [1.01521, -1.92031, 1.64833], [-0.00361, 2.07339, 1.37058], [0.92707, 2.21996, 0.95412], [-0.64508, 2.67215, 0.98428]], "nbo_charge": [-0.62, -0.18, -0.86, 0.44, -0.55, 0.21, 0.21, 0.24, 0.21, 0.37, 0.36, 0.13, -0.94, 0.46, 0.48, -0.93, 0.47, 0.49], "smiles": "C[C@@H](N)C=O.O.O"}


{"formula": "C39H36BrKN10O5S2", "method": "the ωB97M-V functional and the def2-TZVPD basis", "symbols": ["K", "O", "C", "C", "C", "C", "C", "C", "C", "O", "N", "N", "C", "C", "Br", "C", "C", "C", "C", "C", "C", "C", "H", "H", "H", "H", "H", "H", "H", "H", "H", "H", "H", "H", "H", "H", "N", "C", "C", "C", "C", "C", "C", "S", "O", "O", "N", "C", "N", "C", "C", "C", "N", "H", "H", "H", "H", "H", "H", "H", "H", "H", "N", "C", "C", "C", "C", "C", "C", "N", "C", "C", "C", "S", "C", "N", "H", "H", "H", "H", "H", "H", "H", "N", "C", "O", "C", "C", "H", "H", "H", "H", "H", "H"], "coordinates": [[-1.06195, -1.11149, -0.10303], [-2.84966, 2.99021, -5.06710], [-1.57757, 2.46022, -4.91983], [-0.54650, 2.85586, -5.76085], [0.72260, 2.31340, -5.60502], [0.95083, 1.37287, -4.61053], [-0.09803, 0.98718, -3.78372], [-1.36837, 1.52598, -3.91368], [-2.48257, 1.02167, -2.95802], [-2.09475, 0.11972, -2.12135], [-3.03928, 2.30139, -2.27118], [-2.92465, 2.48746, -1.00642], [-3.53370, 3.47520, -0.42786], [-3.43066, 3.72025, 0.99091], [-2.19615, 2.58083, 1.88390], [-4.10997, 4.70412, 1.60745], [-4.17956, 5.16580, 2.99624], [-3.89299, 4.39413, 4.12882], [-4.01263, 4.92203, 5.40475], [-4.43116, 6.23195, 5.60406], [-4.73993, 7.00628, 4.49336], [-4.61819, 6.47718, 3.21985], [-2.83421, 3.58464, -5.82152], [-0.73834, 3.59213, -6.53833], [1.52236, 2.62813, -6.26526], [1.93291, 0.93656, -4.47935], [0.03144, 0.24361, -3.00668], [-3.34763, 0.75056, -3.61300], [-3.64820, 2.90512, -2.82020], [-4.17399, 4.14875, -1.00755], [-4.70228, 5.30430, 0.91855], [-3.58237, 3.36766, 4.01361], [-3.77862, 4.29486, 6.25674], [-4.52075, 6.63962, 6.60315], [-5.07505, 8.02913, 4.62132], [-4.86063, 7.09448, 2.36133], [4.56311, -8.20610, -2.14193], [3.52341, -7.25091, -2.18671], [3.24200, -6.56998, -3.36768], [2.20859, -5.64604, -3.41613], [1.43971, -5.40934, -2.28897], [1.70612, -6.09326, -1.11184], [2.74323, -7.01003, -1.05935], [0.14217, -4.18759, -2.29837], [-0.94234, -4.79261, -1.55287], [-0.11451, -3.86029, -3.68115], [0.69317, -2.99855, -1.40811], [1.72833, -2.21515, -1.79226], [2.47035, -2.50197, -2.88697], [3.44342, -1.65616, -3.18128], [3.73485, -0.52726, -2.43745], [2.94896, -0.34204, -1.30606], [1.97427, -1.16483, -0.96785], [5.30294, -8.00667, -2.79827], [4.94561, -8.31752, -1.21478], [3.85054, -6.75774, -4.24668], [1.99269, -5.08243, -4.31333], [1.09500, -5.89745, -0.24021], [2.95940, -7.53827, -0.13665], [4.02409, -1.90278, -4.06891], [4.52693, 0.15630, -2.70764], [3.11199, 0.50101, -0.63720], [2.49918, 0.37932, 2.67379], [2.60708, 1.36272, 1.72285], [3.65691, 2.18736, 1.32874], [3.41487, 3.07021, 0.28915], [2.15843, 3.13242, -0.33639], [1.11385, 2.31799, 0.06426], [1.33909, 1.42347, 1.10868], [0.49662, 0.48010, 1.67101], [1.24859, -0.12463, 2.56445], [0.94758, -1.39734, 3.35031], [2.26910, -1.92757, 3.92419], [2.87348, -2.97335, 2.59855], [1.30053, -3.04373, 1.82947], [0.38710, -2.29364, 2.29953], [3.07120, -0.20602, 3.34039], [4.62854, 2.12554, 1.80362], [4.21150, 3.71994, -0.05424], [2.01064, 3.82598, -1.15500], [0.14893, 2.35172, -0.42791], [2.06532, -2.56690, 4.78968], [1.14297, -3.65093, 0.94351], [-2.68382, -2.70229, 3.89542], [-2.31462, -1.56295, 3.23270], [-2.72763, -1.32809, 2.11039], [-1.43546, -0.59932, 4.00048], [-0.07962, -1.17227, 4.45873], [-3.07361, -3.42592, 3.31466], [-2.15715, -2.99559, 4.69803], [-1.99278, -0.27993, 4.88770], [-1.28276, 0.26332, 3.35710], [-0.22071, -2.13531, 4.95961], [0.35283, -0.49842, 5.20170]], "lowdin_charge": [0.70, 0.02, -0.27, -0.06, -0.12, -0.08, 0.00, -0.08, -0.50, -0.28, 0.02, 0.00, -0.25, -0.62, 0.88, -0.14, -0.23, -0.06, -0.10, -0.12, -0.12, -0.06, 0.09, 0.10, 0.09, 0.09, 0.11, 0.13, 0.12, 0.11, 0.10, 0.05, 0.10, 0.09, 0.09, 0.10, 0.06, -0.34, -0.05, -0.07, -0.28, -0.06, -0.04, 0.55, -0.35, -0.33, -0.15, -0.47, 0.13, -0.17, -0.09, -0.13, 0.13, 0.07, 0.07, 0.10, 0.11, 0.11, 0.10, 0.10, 0.08, 0.08, 0.16, -0.21, -0.05, -0.13, -0.11, -0.03, -0.26, 0.12, -0.28, -0.53, -0.50, 0.79, -0.50, 0.03, 0.11, 0.10, 0.08, 0.09, 0.10, -0.01, 0.04, 0.16, -0.55, -0.02, -0.11, -0.13, 0.10, 0.08, 0.12, 0.05, 0.10, 0.12], "total_charge": -2}


{"formula": "C3H8N3O", "method": "the ωB97M-V functional and the def2-TZVPD basis", "symbols": ["C", "C", "C", "N", "N", "N", "O", "H", "H", "H", "H", "H", "H", "H", "H"], "coordinates": [[-1.92197, -0.65601, 0.17964], [3.62125, -0.40735, 1.11240], [1.81910, 0.54185, -0.11884], [0.94681, 0.90252, -0.78546], [3.07834, 0.12705, 0.09856], [-2.44059, 0.34413, -0.78538], [-0.06185, 1.57409, -1.08559], [-2.49241, -1.55628, 0.30970], [-1.01720, -0.96418, -0.10449], [3.08257, -0.87140, 1.88030], [4.69446, -0.69373, 1.17500], [-1.72103, -0.19367, 1.19256], [-3.01212, 1.02713, -0.43083], [-2.92138, -0.12170, -1.60701], [-1.65399, 0.94756, -1.03057]], "nbo_charge": [-0.43, 0.09, 0.44, 0.12, -0.44, -0.68, -0.52, 0.24, 0.22, 0.16, 0.21, 0.24, 0.43, 0.45, 0.47], "total_charge": 1}


{"formula": "C3H2N4O", "method": "the ωB97M-V functional and the def2-TZVPD basis", "symbols": ["C", "N", "N", "N", "N", "C", "C", "O", "H", "H"], "coordinates": [[-0.47568, -1.51040, -1.17168], [0.06246, -0.44909, -1.65348], [0.27288, 0.26785, -0.47389], [0.73249, 1.54253, -0.19035], [0.48773, 1.72105, 1.05066], [-0.11178, 0.62538, 1.60698], [-0.20166, -0.30940, 0.61999], [-0.60843, -1.56813, 0.20548], [-0.85290, -2.35704, -1.73035], [-0.43393, 0.49213, 2.62415]], "nbo_charge": [0.33, -0.23, -0.08, -0.05, -0.19, -0.20, 0.37, -0.41, 0.22, 0.23], "smiles": "c1nn2nncc2o1"}


Record order is preserved below.
Orbital gap: 10.02, 5.76, 9.14, 10.37 eV
Record order is preserved below.
Calculated total energy: -10920.256, -174205.940, -9747.370, -11148.205 eV
Record order is preserved below.
Energy relative to the best compared isomer or geometry (same formula, charge and spin): 2.749, 1.648, 5.094, 1.067 eV